# 1
Molecular formula: C51H52F3IrN4O4P
Method: DFT, the ωB97M-V functional and the def2-TZVPD basis

The value obtained for the HOMO energy (alpha / beta) is -8.1 / -8.0 eV. The spin multiplicity is 2. As for the energy above the lowest of the compared OMol25 structures with the same formula, charge and spin: 0.0 kJ/mol. The orbital gap (alpha / beta) comes out at 7.6 / 6.1 eV. As for the max |F|: 1.10 eV/Å.

Structure (XYZ):
```
116
Properties=species:S:1:pos:R:3:forces:R:3
Ir -0.939296 0.028805 0.904113 0.6 -0.4 -0.3
C -1.890891 4.045026 2.370178 0.1 0.1 0.0
C -0.514722 4.124175 1.712078 0.0 -0.1 0.0
C 0.509328 3.198387 2.365242 0.0 -0.1 -0.1
C -0.599985 4.000669 0.196938 -0.1 0.1 0.0
C -0.136566 5.115412 -0.501316 0.0 0.0 0.0
C -0.311243 5.260658 -1.862212 0.1 0.0 0.0
C -0.932930 4.249386 -2.565673 0.1 0.1 0.0
C -1.380823 3.096554 -1.933601 0.1 -0.2 0.0
C -2.059504 2.070968 -2.840786 0.0 0.1 -0.1
C -1.162592 1.624004 -3.998282 -0.1 0.8 -0.1
C -3.365234 2.631062 -3.421242 0.0 -0.1 0.1
C -1.218268 2.964692 -0.529838 0.1 -0.2 -0.2
N -1.764006 1.775147 0.078251 -0.1 0.2 0.2
C -3.121122 1.696495 -0.009146 0.0 0.2 -0.1
O -3.902757 2.608702 -0.237430 0.1 -0.1 -0.1
C -3.647010 0.296531 0.132699 0.0 0.2 0.0
C -4.964933 -0.069593 -0.033063 0.0 -0.1 0.0
C -5.314100 -1.399356 0.175221 0.1 0.0 0.0
C -4.347578 -2.309113 0.583698 0.0 0.0 -0.1
C -3.049997 -1.867212 0.742663 0.1 -0.1 0.0
N -2.728884 -0.611553 0.453218 -0.6 0.0 0.3
C -1.937841 -2.696189 1.319035 0.0 -0.2 0.0
O -2.155846 -3.866561 1.605099 0.0 0.3 0.1
N -0.767903 -2.022180 1.449946 0.1 0.1 0.2
C 0.355375 -2.863908 1.803082 -0.2 0.0 0.0
C 0.981917 -2.777154 3.063192 0.0 0.0 0.0
C 2.048640 -3.629345 3.343245 0.0 0.0 0.0
C 2.481488 -4.582025 2.443542 0.0 -0.1 0.0
C 1.836995 -4.690484 1.229496 0.0 0.0 0.0
C 0.776091 -3.858588 0.888133 -0.1 0.0 0.0
C 0.108025 -4.156841 -0.447809 0.0 0.0 0.0
C -0.646518 -5.492782 -0.406677 0.0 0.0 0.0
C 1.119057 -4.216655 -1.598965 0.0 0.2 0.0
C 0.557518 -1.883667 4.216382 -0.1 0.1 -0.1
C -0.924224 -2.025402 4.567611 0.1 0.0 0.0
C 1.014531 -0.435899 4.021178 0.0 0.0 0.0
H -1.812237 4.285529 3.432007 0.0 0.0 0.0
H -2.314434 3.053041 2.283561 -0.1 -0.2 0.0
H -2.580152 4.750803 1.904176 0.0 0.0 0.0
H -0.152707 5.141681 1.884110 0.0 0.0 0.0
H 0.260988 2.151257 2.218429 -0.1 -0.1 0.0
H 0.540626 3.372531 3.442764 0.0 0.0 0.0
H 1.508085 3.362485 1.952517 0.0 0.0 0.0
H 0.326764 5.916466 0.062774 0.0 0.0 0.0
H 0.021520 6.159856 -2.365982 0.0 0.0 0.0
H -1.082990 4.357986 -3.633237 0.0 0.0 0.0
H -2.290382 1.177163 -2.261402 -0.1 0.0 0.1
H -0.910537 2.458678 -4.655165 -0.1 0.1 0.0
H -1.683208 0.876536 -4.600116 -0.1 0.7 0.1
H -0.234142 1.169232 -3.650051 -0.6 0.9 -0.3
H -3.155016 3.487775 -4.065162 0.0 0.0 0.0
H -4.040907 2.948775 -2.633047 -0.1 0.0 0.1
H -3.864985 1.870938 -4.026683 0.0 0.0 0.0
H -5.677981 0.700375 -0.289435 0.0 0.0 0.0
H -6.342877 -1.714470 0.064474 0.0 0.0 0.0
H -4.560499 -3.340133 0.825866 0.0 0.0 0.0
H 2.513331 -3.565960 4.320489 0.0 0.0 0.0
H 3.296352 -5.248804 2.696852 0.0 0.0 0.0
H 2.154303 -5.450302 0.526512 0.0 0.0 0.0
H -0.606002 -3.361014 -0.661658 0.0 0.1 -0.1
H 0.048581 -6.303236 -0.176270 0.0 0.0 0.0
H -1.094111 -5.699786 -1.382186 0.0 0.0 0.0
H -1.428301 -5.486174 0.345827 0.0 0.0 0.0
H 1.729558 -5.118927 -1.536337 0.0 0.0 0.0
H 1.792308 -3.360323 -1.604744 0.0 0.1 0.0
H 0.594666 -4.245470 -2.556074 0.0 0.0 0.0
H 1.107329 -2.260557 5.082815 0.0 0.0 0.0
H -1.555857 -1.522461 3.848333 0.0 0.0 -0.1
H -1.117366 -1.597790 5.553391 0.0 0.0 0.0
H -1.217681 -3.076065 4.583827 0.0 0.0 0.0
H 0.681023 -0.033997 3.067313 -0.1 0.0 0.0
H 2.105349 -0.372441 4.042328 0.0 0.0 0.0
H 0.611476 0.209281 4.801567 0.0 0.0 0.1
N 0.652962 0.092102 0.039527 0.4 0.1 -0.7
P 1.758829 0.109881 -1.143857 -0.1 0.1 0.5
C 3.077460 -1.040741 -0.734130 0.0 -0.3 -0.1
C 3.165175 -1.585884 0.540174 0.1 0.1 0.0
C 4.260640 -2.375550 0.870638 0.0 0.0 0.0
C 5.235354 -2.645666 -0.072998 0.0 0.0 0.0
C 5.140810 -2.109342 -1.353317 0.0 0.0 0.0
C 4.074579 -1.293789 -1.679124 -0.1 0.0 0.0
C 2.656018 1.663179 -1.278656 -0.1 0.2 0.2
C 3.751862 1.856438 -0.431343 -0.1 0.0 -0.1
C 4.438973 3.057311 -0.448971 0.0 0.0 0.0
C 4.053866 4.059255 -1.327730 0.0 0.1 0.0
C 2.972025 3.869860 -2.172414 -0.1 0.0 0.0
C 2.250173 2.687038 -2.130115 0.1 -0.1 -0.1
C 1.002766 -0.258782 -2.727697 0.2 -0.3 0.1
C 1.691870 -0.047877 -3.922157 0.1 -0.1 0.1
C 1.089425 -0.362717 -5.128429 -0.1 -0.1 -0.1
C -0.202031 -0.873567 -5.149089 0.3 -0.5 0.0
C -0.900099 -1.056672 -3.965446 0.4 -0.9 0.2
C -0.302378 -0.744885 -2.754752 0.2 -0.8 0.1
H 2.397096 -1.380663 1.274426 0.0 0.0 0.0
H 4.338418 -2.784043 1.868187 0.0 0.0 0.0
H 6.079022 -3.272199 0.185762 0.0 0.0 0.0
H 5.906517 -2.315640 -2.089262 0.0 0.0 0.0
H 4.022788 -0.852363 -2.665434 0.0 0.0 0.0
H 4.072654 1.063388 0.230276 0.0 0.0 0.0
H 5.284838 3.203906 0.209374 0.0 0.0 0.0
H 4.598315 4.994440 -1.352137 0.0 0.0 0.0
H 2.679253 4.647430 -2.862706 -0.1 0.1 0.0
H 1.397290 2.556291 -2.782177 -0.1 0.0 0.0
H 2.684316 0.384116 -3.915456 0.0 0.0 0.0
H 1.622894 -0.195617 -6.054672 0.0 0.0 0.0
H -0.668725 -1.113851 -6.095437 0.0 0.0 0.0
H -1.913135 -1.437388 -3.982674 0.0 0.0 0.0
H -0.846418 -0.862679 -1.827414 0.0 0.0 0.0
F -3.680273 0.311646 5.557623 0.0 0.0 0.0
C -3.069888 1.055524 4.632022 0.0 0.0 0.0
F -3.814682 2.158022 4.437460 0.0 0.0 0.0
F -1.891204 1.447248 5.135636 -0.1 0.0 -0.1
C -2.943912 0.271847 3.291368 0.2 0.1 0.0
O -3.836003 -0.486594 2.993275 0.0 0.0 0.1
O -1.861519 0.582944 2.661264 -0.3 0.0 0.1
```
Forces are in eV/Å.

***

# 2
Molecular formula: C51H53N6O5Se2TcTe
Method: DFT, the ωB97M-V functional and the def2-TZVPD basis

The value obtained for the HOMO energy (alpha / beta) is -11.9 / -11.9 eV. The spin multiplicity is 3. As for the energy above the lowest of the compared OMol25 structures with the same formula, charge and spin: 76.5 kJ/mol. Its total charge is +2. The orbital gap (alpha / beta) comes out at 5.9 / 5.8 eV. As for the max |F|: 2.58 eV/Å.

Structure (XYZ):
```
119
Properties=species:S:1:pos:R:3:forces:R:3
Tc -1.472138 -0.774004 -0.919304 -1.1 1.4 0.2
C 1.133476 -1.817874 0.148939 0.8 -0.2 0.3
N -0.108782 -1.264302 0.710660 -0.4 0.0 -0.3
C -0.827442 -2.082610 1.704465 -0.3 -0.4 0.7
C -2.031939 -2.708727 1.080024 0.1 -0.2 0.5
N -2.526403 -2.301520 -0.079240 0.3 -0.3 0.1
C -3.714058 -2.978795 -0.253902 -0.8 -0.7 0.2
C -4.670130 -2.913223 -1.261695 0.2 0.1 0.0
C -5.803566 -3.686094 -1.117244 0.0 0.0 -0.1
C -5.986164 -4.523797 -0.014588 0.1 0.0 0.1
C -5.038836 -4.617829 0.986603 0.1 0.0 0.0
C -3.911320 -3.824044 0.856622 -0.4 0.3 -0.9
N -2.814039 -3.626597 1.666986 0.6 0.4 0.1
C 1.191007 0.032765 -1.513337 0.6 0.4 -0.1
N 0.000542 0.588708 -1.415788 0.6 -0.1 0.0
C 0.159262 1.909088 -1.769791 0.4 0.7 -0.3
C -0.765462 2.942404 -1.748991 0.1 -0.1 0.0
C -0.321436 4.181558 -2.160765 -0.1 0.0 0.0
C 0.993065 4.378234 -2.589919 0.1 0.0 0.0
C 1.925380 3.357247 -2.600110 0.0 0.0 -0.1
C 1.495144 2.114939 -2.165886 -0.8 0.2 0.2
N 2.128914 0.899682 -1.977473 -0.5 -0.4 -0.2
H 2.184753 -1.726676 -1.632869 -0.1 0.0 -0.1
H 1.974842 -1.555177 0.818466 -0.4 -0.1 -0.1
H 0.129593 -0.379708 1.158498 0.1 0.1 0.0
H -1.205499 -1.411332 2.485854 0.2 0.0 -0.2
H -0.180445 -2.830971 2.173212 -0.1 0.1 -0.1
H -4.527209 -2.281292 -2.128874 -0.1 -0.1 0.1
H -6.567174 -3.648854 -1.878640 -0.1 0.0 -0.1
H -6.884171 -5.116024 0.052077 -0.1 -0.1 0.0
H -5.170057 -5.276137 1.828778 -0.1 -0.1 0.1
H -2.668409 -4.044499 2.571976 0.1 0.0 0.0
H -1.769241 2.748089 -1.405214 -0.1 0.1 0.0
H -0.998368 5.020039 -2.151886 -0.1 0.1 0.0
H 1.287138 5.363886 -2.915596 0.1 0.1 0.0
H 2.936007 3.528057 -2.928776 0.2 0.0 0.0
H 3.078588 0.694387 -2.239377 0.0 -0.2 0.2
C -4.151810 0.676357 -3.033046 0.0 0.1 0.3
Se -2.733764 -0.649177 -3.099391 0.0 0.1 -1.0
C -1.670989 0.352071 -4.447179 0.1 -0.1 0.3
C -0.837379 -0.586986 -5.284794 0.2 -0.4 0.0
Se 0.331462 -1.764228 -4.211999 -0.2 0.2 -0.2
C 0.518854 -3.146080 -5.584751 -0.2 0.0 0.1
H -3.699860 1.641421 -2.829097 0.0 0.1 0.1
H -4.835591 0.416295 -2.230896 0.0 0.0 0.1
H -4.668909 0.682040 -3.991461 0.1 -0.1 0.0
H -1.069880 1.093948 -3.920200 -0.1 0.0 0.0
H -2.398044 0.861502 -5.084874 0.0 0.0 0.2
H -0.191754 -0.032744 -5.970380 -0.2 0.0 0.0
H -1.481218 -1.268155 -5.846365 0.1 0.1 0.0
H 0.462399 -2.658835 -6.554049 0.1 0.0 0.0
H -0.276796 -3.878266 -5.477182 0.0 0.0 0.0
H 1.486536 -3.625315 -5.474745 0.0 0.0 0.1
C 7.499318 5.615995 1.586098 0.0 0.0 0.0
C 6.468924 4.535712 1.623586 -0.2 -0.1 0.0
C 5.163281 4.772180 1.228358 0.1 -0.1 0.0
C 4.205319 3.763585 1.204199 -0.2 0.0 -0.1
C 2.823158 4.120399 0.748895 -0.2 -0.1 -0.1
C 4.578122 2.487671 1.605761 -0.3 -0.4 -0.1
Te 3.285074 0.809543 1.303380 0.0 0.3 0.4
N 1.373288 -1.296173 -1.206455 -0.1 0.0 0.1
C 1.111948 -3.353732 -0.075314 -0.2 0.3 0.2
O 0.062355 -3.954998 -0.051629 0.1 0.1 0.0
C 2.399645 -3.974511 -0.408087 0.5 -0.6 -0.2
C 3.627054 -3.296837 -0.472754 -0.3 0.1 0.1
C 4.757366 -3.948809 -0.925305 0.2 0.0 0.0
C 4.703501 -5.287980 -1.288353 -0.1 0.1 0.0
C 3.511404 -5.986002 -1.173800 0.0 0.0 0.0
C 2.372048 -5.335700 -0.744097 -0.2 0.2 0.0
C 2.201416 0.721000 3.149853 0.2 0.0 -0.4
C 1.400467 1.807078 3.479688 -0.1 0.2 -0.1
C 0.597068 1.776513 4.603857 0.0 0.1 0.0
C 0.584472 0.644995 5.403028 0.0 0.0 0.0
C 1.393279 -0.428912 5.081589 -0.1 0.0 0.1
C 2.218284 -0.411457 3.960800 0.1 -0.1 -0.1
C 3.086149 -1.602667 3.686306 0.2 0.0 0.0
C 5.870123 2.230151 2.068505 0.2 -0.1 0.1
C 6.263766 0.878171 2.579912 0.2 -0.1 0.0
C 6.796913 3.258087 2.064072 -0.1 0.0 0.0
H 7.124479 6.491232 1.063977 0.0 0.1 0.0
H 8.398896 5.264256 1.085148 0.1 0.0 0.0
H 7.778934 5.910049 2.596507 0.0 0.1 0.1
H 4.872078 5.764591 0.917501 0.0 0.2 -0.1
H 2.368561 4.815778 1.453707 -0.1 0.1 0.0
H 2.180795 3.239045 0.659401 0.1 0.3 0.0
H 2.862933 4.614206 -0.220048 -0.1 0.1 0.0
H 3.727628 -2.262927 -0.164241 0.0 0.1 0.1
H 5.692127 -3.411668 -0.990649 0.1 0.0 0.0
H 5.589540 -5.778588 -1.659510 0.1 -0.1 0.0
H 3.470468 -7.034144 -1.423425 0.0 -0.1 -0.1
H 1.431155 -5.860662 -0.676510 -0.1 -0.1 0.0
H 1.405323 2.687153 2.853177 0.0 0.1 -0.1
H -0.016164 2.629273 4.851905 0.0 0.1 0.0
H -0.039959 0.606971 6.282319 -0.1 0.0 0.1
H 1.401514 -1.301285 5.718267 0.0 -0.1 0.1
H 3.426138 -2.039805 4.621793 0.0 -0.1 0.0
H 3.961796 -1.327719 3.097343 0.0 -0.1 0.0
H 2.534794 -2.374945 3.145799 0.0 -0.1 -0.1
H 6.208187 0.124675 1.790103 0.0 0.0 0.1
H 5.608920 0.577527 3.399793 0.0 -0.1 0.0
H 7.283906 0.896500 2.952424 0.1 0.0 0.1
H 7.802803 3.058541 2.403429 0.1 0.0 0.1
O -3.196059 -0.260292 1.648253 -0.2 0.3 0.1
C -3.541803 0.477341 0.737980 -0.6 -0.6 1.2
O -2.810152 0.652140 -0.324976 2.0 -0.7 -1.5
C -4.859194 1.162601 0.671956 0.1 0.2 -0.2
C -5.013245 2.355316 -0.029456 0.2 -0.3 0.2
C -6.258484 2.945121 -0.197706 -0.5 0.0 0.1
C -7.342423 2.288226 0.343420 0.5 -0.6 0.3
O -8.649808 2.615496 0.290128 0.3 0.3 -0.3
C -9.341898 1.627053 1.030108 -1.3 0.0 0.3
O -8.410596 0.658477 1.471176 0.3 -0.3 0.1
C -7.190396 1.089658 1.063287 0.3 0.6 -0.4
C -5.959422 0.512421 1.248715 -0.3 0.1 0.1
H -4.143347 2.844162 -0.435733 0.1 0.0 -0.1
H -6.385181 3.872634 -0.727446 0.0 0.2 -0.1
H -10.102789 1.151763 0.393587 0.3 0.1 0.1
H -9.831239 2.098422 1.896245 0.2 -0.1 -0.2
H -5.831241 -0.404743 1.796673 0.0 -0.2 0.1
```
Forces are in eV/Å.